[1]
ORCA calculation (wB97M-V/def2-TZVPD) on a cluster of 2 separate species, C5H11F2NO3P in total.

Geometry as XYZ:
```
23
Properties=species:S:1:pos:R:3:forces:R:3
P 0.888 -2.166 0.108 1.66 -0.83 0.17
O 2.384 -1.626 -0.314 -1.26 -0.99 -0.26
N 2.167 2.869 -0.462 2.36 0.63 -0.61
C 0.638 -1.296 1.770 0.03 -0.18 -0.49
F -0.017 -2.245 2.583 -0.29 -0.13 0.30
C 1.023 2.395 -0.298 -0.70 -2.18 -1.25
H 2.267 -0.698 -0.389 0.41 1.81 -0.05
C -1.443 -1.733 -1.040 -1.24 2.53 0.76
H 2.696 2.674 -1.362 -1.59 0.28 1.09
C -1.976 -2.394 0.173 4.27 2.09 2.61
O 0.888 -3.625 -0.238 -0.49 0.87 0.36
H 0.862 2.907 1.739 0.09 0.28 0.54
C 0.343 2.305 1.021 1.11 0.24 -0.95
H -0.656 2.578 0.866 -1.72 0.63 0.18
H 0.516 1.779 -1.108 0.33 0.67 0.64
H -2.859 -2.822 -0.014 -3.12 -2.40 -0.67
H -2.136 -0.842 -1.222 1.29 -0.78 -0.37
H 0.330 1.258 1.284 0.12 -0.67 0.37
H -1.055 -3.031 0.442 -2.54 -0.10 0.41
O -0.114 -1.268 -0.813 0.01 -0.08 -0.84
H -2.175 -1.617 0.972 0.59 -0.94 -0.64
F 1.931 -1.270 2.337 0.26 -0.05 0.20
H -1.532 -2.424 -1.827 0.43 -0.71 -1.51
```
Positions in Å, forces in eV/Å.

Results
**Lowest unoccupied orbital energy**: 3.5 eV
**Relative energy (zero: lowest compared OMol25 entry of this formula, charge and spin)**: 2.494 eV
**Calculated total energy**: -1018.694186 Eh
**Total charge**: -1



[2]
ORCA calculation (wB97M-V/def2-TZVPD) on a cluster of 4 separate species, C31H44BrF3P in total.

Geometry as XYZ:
```
80
Properties=species:S:1:pos:R:3:forces:R:3
H 6.811 2.944 6.528 -0.17 -0.13 0.03
H 2.392 -6.463 -8.727 -0.20 -0.03 0.09
H 0.646 2.307 0.013 -1.95 -1.28 -1.42
H -2.061 -0.535 1.876 -1.57 1.35 -0.77
F 2.644 -0.106 7.165 -0.22 -0.17 0.01
H 0.274 -2.940 4.061 -0.86 1.97 -1.53
H -1.444 2.621 1.228 -0.64 -1.40 -2.12
H -0.264 -0.415 0.646 0.63 1.18 -1.78
H -2.074 3.015 -0.504 1.00 -1.95 1.50
H 4.299 -0.280 5.173 -0.02 0.05 0.09
H 0.213 0.065 5.391 0.94 0.62 -2.09
H -1.325 -2.464 -0.414 1.75 0.00 -1.41
H -3.905 -0.562 1.486 1.98 1.51 0.25
H -2.712 0.181 -0.681 0.00 1.61 1.60
C -1.654 2.126 0.170 -0.08 0.83 -0.76
C 4.535 0.498 5.891 -0.07 -0.02 -0.01
H -0.944 7.881 -4.519 -0.08 -0.19 0.08
H 0.421 -7.735 -9.581 -0.05 0.06 0.11
H 1.277 -0.487 2.243 -0.45 -0.40 2.56
C 1.455 -6.458 -8.175 -0.33 0.05 0.29
H 3.338 1.790 8.797 0.05 -0.06 -0.09
C -1.636 4.552 -4.449 -0.03 -0.08 0.05
H -1.135 -1.702 3.571 2.23 -0.73 -0.44
H -1.589 -3.121 -3.567 0.84 -0.50 0.78
Br 1.380 -4.012 -3.593 -2.02 0.56 1.40
H 2.209 -5.194 -6.600 -0.10 -0.09 -0.09
C 3.717 0.680 7.001 0.90 0.68 -0.12
C -2.450 5.643 -2.448 -0.01 -0.12 0.04
H 0.628 -0.691 -2.407 -1.99 -0.44 1.50
H -1.512 3.643 -5.030 -0.05 0.07 0.06
F -2.742 3.325 -2.766 -0.17 -0.45 0.11
C 0.163 0.095 -0.317 0.66 -0.38 -0.46
H 0.606 -2.609 -0.552 -2.25 0.14 -1.35
H -2.960 5.576 -1.492 0.04 -0.02 -0.08
C 1.350 -5.743 -6.979 -0.08 0.00 0.06
C -1.321 6.928 -4.152 0.00 -0.07 -0.02
H 5.344 3.245 8.511 -0.08 -0.16 -0.13
C -1.159 5.774 -4.922 -0.17 0.11 0.42
C 1.081 -0.841 3.362 -0.19 -0.99 0.22
H -0.231 2.398 3.593 -0.71 -2.36 -0.55
H -3.524 2.200 2.539 0.86 -2.07 0.92
C -2.056 1.087 4.055 0.47 0.28 0.29
P -0.655 -3.625 -2.566 1.23 0.56 0.64
H -2.085 7.763 -2.316 -0.01 -0.20 -0.10
C 5.115 2.479 7.775 -0.02 -0.26 -0.34
H -1.201 -4.873 -2.019 0.61 1.03 -0.75
H 2.082 -1.353 3.710 -1.90 1.20 -0.52
C -0.839 -7.146 -7.948 0.63 0.39 0.26
H -4.223 0.694 3.439 2.14 1.04 -1.06
H -2.077 0.084 4.691 -0.25 2.02 -1.48
C -0.276 -0.804 -1.638 1.07 0.41 -0.23
H 1.351 0.006 -0.254 -2.58 0.15 -0.06
H -1.225 -0.376 -2.175 1.64 -1.05 1.22
C -0.401 -2.360 -1.138 0.19 0.94 0.50
C -1.963 6.863 -2.915 0.10 -0.28 -0.30
C 3.994 1.665 7.942 -0.07 -0.05 0.01
C 5.649 1.319 5.717 -0.19 0.16 0.41
H 0.069 -5.178 -5.339 -0.13 -0.30 -0.48
C 0.147 -5.732 -6.271 -0.01 -0.29 -0.54
H -0.661 5.828 -5.887 -0.10 -0.05 0.18
H -3.854 1.518 -0.002 2.24 -1.24 0.43
F -1.896 -7.823 -8.416 0.02 0.03 0.04
C -3.236 1.118 2.918 -1.04 -0.41 0.20
H -0.395 0.935 2.362 -0.51 0.72 2.16
C -2.968 0.162 1.611 -0.48 -0.54 0.14
C -0.529 1.252 3.480 0.59 0.73 0.80
C -2.279 4.498 -3.218 0.48 1.25 -0.48
H 1.571 1.111 4.439 -2.11 -1.51 0.17
H -0.270 1.873 -1.677 0.27 -0.21 2.58
C 0.613 0.414 4.345 0.51 0.06 -1.78
H 6.291 1.190 4.849 -0.13 -0.01 0.16
C 0.356 -7.168 -8.659 0.01 0.01 -0.01
C -2.812 0.966 0.187 -0.71 0.40 0.68
H -1.900 -6.427 -6.228 0.05 -0.07 -0.10
C -0.955 -6.432 -6.761 -0.06 -0.02 0.01
C -0.047 -2.069 3.318 0.39 -0.20 -0.20
H -2.220 1.978 4.832 0.19 -2.04 -1.69
C -0.228 1.677 -0.502 0.19 -0.21 0.18
C 5.939 2.307 6.662 -0.02 -0.05 -0.05
H -0.069 -2.546 2.232 0.00 0.91 2.17
```
Positions in Å, forces in eV/Å.

Results
**Lowest unoccupied orbital energy**: -5.3 eV
**Relative energy (zero: lowest compared OMol25 entry of this formula, charge and spin)**: 6.195 eV
**Calculated total energy**: -4422.094794 Eh
**Total charge**: +1



[3]
ORCA calculation (wB97M-V/def2-TZVPD) on a cluster of 2 separate species, C10H14N2O in total.

Geometry as XYZ:
```
27
Properties=species:S:1:pos:R:3:forces:R:3
C -0.857 -0.023 -0.235 -0.46 1.03 0.32
C -2.018 0.194 0.569 -1.45 0.34 1.16
C -0.719 -1.379 -0.738 1.65 0.21 0.51
C -2.960 -0.792 0.758 -1.29 0.08 -0.29
H 0.211 -1.785 -1.132 -0.11 0.49 -0.04
H 1.943 3.073 -1.636 -0.23 -0.53 0.25
H 2.216 2.337 -0.056 -0.08 0.17 0.96
H 1.516 -0.596 -1.813 1.02 0.09 -0.50
H -0.792 2.159 1.035 1.14 -0.08 -1.02
C -2.865 -2.018 0.122 1.73 -0.44 0.23
C 0.021 1.069 -0.345 -0.10 -0.37 -1.70
H -3.527 -2.834 0.175 -1.25 -0.44 0.44
C 1.099 -0.326 1.626 0.75 -0.77 0.53
H -2.361 1.119 1.116 1.13 -0.59 -0.91
H 1.061 -1.451 3.405 -0.78 0.60 -0.99
C 0.472 -1.009 2.534 0.67 -1.14 1.15
N 1.127 0.228 -2.286 1.08 -1.30 0.30
C -1.631 -2.335 -0.465 -1.38 -1.41 -1.04
O -0.086 2.235 0.335 -1.37 -0.30 1.19
H 2.985 1.662 -1.455 -0.02 0.11 0.01
C 2.061 2.116 -1.081 1.30 0.36 -1.77
N 1.026 1.158 -1.273 -1.14 0.99 1.84
H -1.506 -3.397 -0.836 0.15 1.42 0.44
H 2.167 -0.287 1.525 0.44 0.71 -0.23
H -3.890 -0.591 1.310 0.59 0.15 -0.10
H 0.224 -0.185 -2.346 -1.45 0.39 -0.98
H -0.541 -1.345 2.424 -0.55 0.21 0.22
```
Positions in Å, forces in eV/Å.

Results
**Lowest unoccupied orbital energy (alpha / beta)**: 0.8 / -0.5 eV
**Relative energy (zero: lowest compared OMol25 entry of this formula, charge and spin)**: 0.869 eV
**2S+1**: 3
**Calculated total energy**: -573.948751 Eh



[4]
ORCA calculation (wB97M-V/def2-TZVPD) on a cluster of 2 separate species, C11H22BBrFNO8P2 in total.

Geometry as XYZ:
```
47
Properties=species:S:1:pos:R:3:forces:R:3
C -0.907 -0.658 -1.621 -1.02 -0.50 0.07
C 0.805 3.059 5.371 0.06 -0.05 -0.01
H 0.764 1.958 7.262 0.02 -0.01 0.00
H -0.818 2.481 6.674 0.00 0.01 0.00
H -0.940 -0.446 -3.702 0.03 0.14 -0.21
O 0.307 2.693 4.083 0.06 -0.03 -0.01
P -0.431 0.212 -0.037 0.84 1.11 -0.40
H -1.510 0.002 0.825 0.11 -0.46 0.08
P 1.041 -1.051 0.971 -1.08 -1.15 0.67
O 1.684 -0.062 2.049 0.40 0.12 -0.43
O 2.182 -1.431 -0.079 0.18 0.43 -0.01
C 0.852 0.622 -3.154 -0.04 -0.23 -0.49
H 0.777 1.495 -3.802 0.05 0.23 0.25
O -1.523 2.426 -2.618 -0.13 -0.17 -0.46
N -2.881 -2.060 -3.989 -0.22 0.22 0.13
Br -0.377 -2.555 -1.732 0.06 0.10 -0.07
H 2.942 -2.589 -2.882 0.00 0.01 -0.06
H 1.753 -0.172 -4.954 -0.03 -0.05 -0.04
C 0.160 2.104 6.368 -0.08 0.00 -0.01
H 1.896 2.950 5.370 0.00 0.02 0.05
H 1.365 0.927 -2.241 -0.07 0.11 0.10
O -3.951 -2.752 -1.872 0.54 -0.46 -0.18
H -0.764 0.157 5.894 -0.02 0.01 0.01
H 3.045 -0.431 -2.274 0.08 0.12 0.04
C -0.571 0.173 -2.879 0.51 -0.30 0.38
O 0.457 -2.224 1.624 0.28 0.19 -0.17
C -0.360 1.430 4.164 -0.22 0.06 0.03
H 3.805 -0.074 -3.810 0.06 -0.06 -0.08
O 3.490 -2.046 -3.461 0.10 0.05 -0.12
C 3.057 -0.705 -3.334 -0.23 -0.17 0.32
F -3.101 -0.547 -0.540 0.09 -0.07 -0.04
H 0.564 4.105 5.563 -0.01 0.01 -0.04
C -1.619 1.243 -2.673 0.12 0.08 -0.05
H 1.114 -1.402 -3.913 0.07 -0.10 0.14
H 2.712 -0.678 -0.373 0.08 -0.13 -0.08
C -0.005 0.842 5.522 0.11 0.02 0.02
H -0.035 0.805 3.337 -0.01 0.02 0.01
H 0.942 0.302 5.463 -0.01 -0.01 -0.02
H -1.440 1.599 4.075 0.00 -0.02 0.03
B -3.129 -1.916 -2.554 0.15 -0.13 0.00
H -3.700 -2.884 -0.950 -0.40 0.43 0.17
O -2.790 0.550 -2.469 0.00 0.19 0.63
C -2.473 -0.654 -1.774 -0.35 0.02 -0.11
H -3.760 -2.010 -4.497 0.09 0.07 -0.17
H 2.206 0.653 1.661 -0.10 0.17 0.24
C 1.661 -0.461 -3.906 -0.02 0.22 -0.07
H -2.498 -2.979 -4.185 -0.06 -0.07 -0.02
```
Positions in Å, forces in eV/Å.

Results
**Lowest unoccupied orbital energy**: -0.1 eV
**SMILES**: NB(O)[C@]1(F)OC(=O)[C@@H](CCCO)[C@@]1(Br)PP(=O)(O)O.C1CCOC1
**Calculated total energy**: -4470.598070 Eh



[5]
ORCA calculation (wB97M-V/def2-TZVPD) on a cluster of 2 separate species, CH3O3PS in total.

Geometry as XYZ:
```
9
Properties=species:S:1:pos:R:3:forces:R:3
H 4.365 0.214 1.278 -0.93 0.40 -1.52
H -3.163 -1.313 0.318 -0.22 -1.66 -0.28
O -2.659 -0.520 0.321 -0.37 2.10 1.03
O -1.824 1.780 -1.240 -2.02 1.13 -1.92
O -0.854 -1.481 -0.559 0.67 -0.01 0.19
H 2.624 -0.036 0.266 -0.33 -0.33 0.25
C -1.408 -0.520 -0.103 -0.55 -0.75 -0.94
P -0.842 1.276 -0.330 2.48 -0.78 1.92
S 3.763 0.599 0.050 1.26 -0.08 1.27
```
Positions in Å, forces in eV/Å.

Results
**Lowest unoccupied orbital energy**: -1.3 eV
**Relative energy (zero: lowest compared OMol25 entry of this formula, charge and spin)**: 1.706 eV
**SMILES**: O=PC(=O)O.S
**Calculated total energy**: -1005.135474 Eh



[6]
ORCA calculation (wB97M-V/def2-TZVPD) on the molecule C6H5NO.

Geometry as XYZ:
```
13
Properties=species:S:1:pos:R:3:forces:R:3
N -2.671 -1.632 -0.076 3.20 0.09 0.39
C -0.045 -1.450 0.085 -0.87 3.13 -0.59
O 2.857 -1.185 -0.096 -1.73 1.51 -0.02
C 2.111 -0.215 0.007 1.42 -0.98 0.43
H 0.448 -2.361 0.142 1.18 -1.40 -0.01
C -1.499 -1.567 0.033 -2.02 0.20 -0.25
C -1.334 1.462 -0.005 2.35 2.79 -0.68
C 0.608 -0.222 -0.015 -1.53 -2.94 1.10
H 2.555 0.790 0.230 -0.25 -0.35 -0.29
H -1.433 2.555 -0.242 -0.25 -1.16 0.68
C -0.065 1.060 0.062 0.70 0.81 -1.19
H 0.638 1.873 -0.090 0.17 0.06 0.30
H -2.169 0.893 -0.035 -2.37 -1.77 0.12
```
Positions in Å, forces in eV/Å.

Results
**Lowest unoccupied orbital energy**: -1.6 eV
**Relative energy (zero: lowest compared OMol25 entry of this formula, charge and spin)**: 1.177 eV
**SMILES**: C=C/C(C=O)=C\C#N
**Calculated total energy**: -361.540976 Eh



[7]
ORCA calculation (wB97M-V/def2-TZVPD) on a cluster of 2 separate species, C4H8N2 in total.

Geometry as XYZ:
```
14
Properties=species:S:1:pos:R:3:forces:R:3
H -2.037 -0.071 -1.165 0.10 -0.05 0.12
H -0.602 -1.084 -1.317 -0.03 0.13 0.11
H 0.756 0.812 -1.318 0.25 0.08 -0.34
H 0.987 0.721 1.532 -0.03 -0.03 -0.08
H -1.743 -1.360 0.013 0.02 -0.04 -0.08
N 0.654 0.057 0.842 0.06 0.19 -0.15
C -1.260 -0.586 -0.596 -0.03 -0.05 -0.05
H 2.525 -0.820 0.861 -0.15 -0.04 0.14
N -1.746 2.452 1.225 0.50 -0.80 -0.36
C -0.529 0.388 0.273 -0.05 -0.23 0.26
H 1.400 0.399 -1.309 -0.05 0.25 -0.42
C -1.194 1.515 0.810 -0.46 0.74 0.47
H 1.248 -1.598 -0.272 0.00 0.12 0.08
C 1.540 -0.825 0.423 -0.14 -0.28 0.30
```
Positions in Å, forces in eV/Å.

Results
**Lowest unoccupied orbital energy (alpha / beta)**: 0.5 / 0.5 eV
**Relative energy (zero: lowest compared OMol25 entry of this formula, charge and spin)**: 3.130 eV
**Calculated total energy**: -266.606973 Eh



[8]
ORCA calculation (wB97M-V/def2-TZVPD) on a cluster of 2 separate species, C4H8O2 in total.

Geometry as XYZ:
```
14
Properties=species:S:1:pos:R:3:forces:R:3
C 2.060 1.114 0.115 -2.23 1.93 -1.17
H 2.671 1.189 1.024 0.00 -0.02 -0.70
H -2.064 0.721 -1.174 0.13 0.13 0.11
H 2.067 -2.133 -0.209 1.18 2.50 0.62
H 2.362 1.719 -0.789 0.72 -1.29 0.88
C -2.488 -0.848 0.155 -0.22 0.84 -0.71
C -2.434 0.449 -0.194 0.00 -2.12 0.00
H -2.922 -1.234 1.071 0.14 0.35 0.14
O 2.547 -1.230 -0.041 -0.43 -1.28 -1.26
H 1.087 1.642 0.241 0.60 -0.08 0.77
C 1.546 -0.265 -0.112 2.92 -2.71 1.64
H -2.137 -1.612 -0.530 0.01 0.10 0.03
H -2.752 1.206 0.471 -0.34 0.75 0.47
O 0.459 -0.719 -0.029 -2.47 0.89 -0.81
```
Positions in Å, forces in eV/Å.

Results
**Lowest unoccupied orbital energy**: 0.8 eV
**Relative energy (zero: lowest compared OMol25 entry of this formula, charge and spin)**: 1.972 eV
**SMILES**: CC(=O)O.C=C
**Calculated total energy**: -307.639949 Eh



[9]
ORCA calculation (wB97M-V/def2-TZVPD) on the molecule C4H7NO2S.

Geometry as XYZ:
```
15
Properties=species:S:1:pos:R:3:forces:R:3
C 0.203 -0.307 0.604 -0.09 -0.62 0.81
H -3.226 -0.329 -0.683 -0.21 0.23 -0.15
C -1.003 1.215 -0.178 -0.48 0.68 0.24
C -0.911 -0.287 -0.469 0.19 0.05 -0.85
H 1.534 -1.887 -0.005 -0.12 -0.02 -0.02
O 1.983 -0.221 -1.051 -0.03 -0.46 0.18
N 0.115 1.169 0.639 -0.23 -0.04 0.05
H -0.531 -0.486 -1.493 -0.20 0.03 0.66
H 1.932 0.720 -0.901 0.05 0.66 -0.14
C 1.566 -0.811 0.163 0.34 -0.21 0.29
H 2.313 -0.646 0.969 -0.34 0.05 -0.30
O -1.777 2.100 -0.454 0.65 -0.71 0.11
H -0.120 -0.828 1.557 0.30 0.68 -0.95
H 0.337 1.801 1.400 -0.05 -0.09 -0.14
S -2.415 -1.205 -0.098 0.21 -0.24 0.21
```
Positions in Å, forces in eV/Å.

Results
**Lowest unoccupied orbital energy**: 0.7 eV
**Relative energy (zero: lowest compared OMol25 entry of this formula, charge and spin)**: 1.419 eV
**SMILES**: O=C1N[C@H](CO)[C@H]1S
**Calculated total energy**: -760.024389 Eh